Formula: C50H132CdF8N23O19P5S4
Source: OMol25
Level of theory: ωB97M-V/def2-TZVPD

Properties
E_LUMO (eV): 0.159
Kohn-Sham gap (eV): 7.87
HOMO level (eV): -7.72
E (Eh): -8939.6477
Maximum force (Eh/bohr): 0.0744

Cartesian coordinates (Å):
Cd: 10.5259 -21.6838 -11.5914
C: 14.5171 -22.3377 -10.3037
F: 13.6446 -22.6418 -9.3279
F: 15.0365 -21.1749 -10.0119
F: 15.4550 -23.2471 -10.3236
S: 13.5769 -22.2305 -11.8232
O: 12.8969 -20.9150 -11.6600
O: 14.4836 -22.4967 -12.9362
N: 12.3312 -23.2664 -11.7327
S: 12.3485 -24.7646 -12.4092
O: 11.3318 -24.8755 -13.4573
O: 13.6452 -25.3643 -12.4466
C: 11.6305 -25.5502 -11.0154
F: 10.4753 -25.0226 -10.5513
F: 11.3937 -26.8021 -11.3929
F: 12.5761 -25.5173 -10.0489
N: 8.0510 -21.9353 -12.1547
S: 7.3519 -21.0434 -10.9543
O: 8.0025 -19.7844 -10.9272
O: 7.1878 -21.7726 -9.7131
F: 5.8898 -20.7990 -11.5015
S: 7.6486 -23.3783 -12.6260
O: 6.8177 -23.3342 -13.8570
O: 7.3994 -24.4070 -11.6274
F: 9.2188 -23.6694 -13.0405
C: 8.2547 -25.1942 -6.6137
O: 8.6414 -24.6815 -5.6274
N: 7.1207 -24.8452 -7.2549
C: 6.7391 -25.3637 -8.5666
C: 6.2386 -23.8653 -6.7264
H: 8.7967 -26.0566 -7.0900
H: 5.8364 -25.9031 -8.5291
H: 7.5150 -26.0303 -8.9300
H: 6.5230 -24.5570 -9.2789
H: 5.1833 -24.2743 -6.6686
H: 6.6062 -23.6201 -5.7433
H: 6.2444 -22.9872 -7.3876
C: 18.9610 -25.9446 -10.5338
O: 19.3799 -25.7229 -11.6532
N: 18.6795 -25.0485 -9.6015
C: 18.1086 -25.5097 -8.3331
C: 18.6855 -23.5997 -9.9020
H: 18.7444 -26.9406 -10.1864
H: 17.0982 -25.1920 -8.2167
H: 18.6401 -25.0247 -7.5098
H: 18.2406 -26.5679 -8.2491
H: 19.3015 -23.0586 -9.2198
H: 19.0368 -23.4135 -10.9029
H: 17.7032 -23.1386 -9.8543
C: 15.0367 -27.5803 -20.0979
O: 15.0046 -28.0209 -21.2272
N: 13.8893 -27.4160 -19.3780
C: 13.9013 -26.8748 -18.0232
C: 12.7007 -27.9797 -19.9623
H: 15.9340 -27.1203 -19.5743
H: 13.2944 -27.5063 -17.3939
H: 13.5553 -25.8712 -17.8603
H: 14.8896 -26.8443 -17.5600
H: 13.0265 -28.7892 -20.6458
H: 12.0712 -28.2547 -19.1228
H: 12.2520 -27.2413 -20.6195
C: 13.3558 -28.0507 -7.1670
O: 12.6056 -27.2800 -7.7910
N: 14.0858 -29.0609 -7.6788
C: 14.7307 -30.0391 -6.8177
C: 14.0065 -29.3551 -9.1390
H: 13.4707 -27.9365 -6.0575
H: 15.8082 -30.0788 -7.1002
H: 14.4051 -31.0934 -7.0298
H: 14.4295 -29.8531 -5.7839
H: 13.3995 -30.2599 -9.3426
H: 13.4792 -28.4784 -9.5431
H: 15.0025 -29.4425 -9.4798
C: 16.7219 -23.1875 -16.8182
O: 15.6150 -23.6144 -17.1298
N: 17.3856 -23.4697 -15.7152
C: 18.5475 -22.6920 -15.3496
C: 16.7459 -24.1466 -14.6121
H: 17.2218 -22.3495 -17.3246
H: 19.1560 -23.2437 -14.6443
H: 18.2883 -21.7384 -14.8783
H: 19.1540 -22.4435 -16.2187
H: 16.2780 -25.0616 -14.9299
H: 17.4779 -24.3499 -13.8151
H: 16.0017 -23.5055 -14.1421
C: 10.3345 -22.4457 -8.3685
O: 10.5161 -21.8744 -9.4744
N: 10.6105 -21.8662 -7.1857
C: 10.7036 -22.5950 -5.9002
C: 11.1789 -20.5454 -7.1490
H: 9.8824 -23.4218 -8.3612
H: 11.6266 -22.3476 -5.4209
H: 10.5007 -23.6435 -6.0476
H: 9.9307 -22.1892 -5.2173
H: 12.2503 -20.4141 -7.1986
H: 10.8351 -19.8963 -7.9225
H: 10.9103 -20.1840 -6.1907
O: 17.0600 -19.7507 -16.3964
P: 16.8678 -18.4020 -15.7954
N: 18.1980 -17.4252 -15.5582
C: 19.3432 -18.0449 -14.8584
C: 18.6988 -16.7414 -16.8167
N: 16.3731 -18.4526 -14.1875
C: 16.4297 -17.3411 -13.1992
C: 15.8624 -19.6964 -13.6301
N: 15.8264 -17.5108 -16.7574
C: 15.3116 -16.2361 -16.2964
C: 15.9078 -17.6692 -18.2132
H: 19.9540 -18.5481 -15.5809
H: 18.9167 -18.7909 -14.1784
H: 19.9166 -17.3376 -14.2765
H: 17.9041 -16.1435 -17.2384
H: 19.0142 -17.4601 -17.5706
H: 19.5124 -16.0904 -16.6250
H: 15.4739 -17.0352 -12.7636
H: 16.9870 -17.6203 -12.3219
H: 16.9447 -16.4701 -13.6258
H: 16.4018 -19.9072 -12.7061
H: 14.7720 -19.5882 -13.4192
H: 16.0220 -20.4918 -14.3305
H: 16.1511 -15.5684 -16.0534
H: 14.6262 -15.8037 -17.0487
H: 14.7558 -16.3923 -15.3793
H: 16.5882 -16.9667 -18.7655
H: 14.8443 -17.5209 -18.6527
H: 16.1250 -18.7468 -18.4744
O: 9.3666 -28.2536 -16.9926
P: 7.8966 -28.4085 -16.9099
N: 7.1955 -28.0028 -18.3674
C: 5.7405 -27.8844 -18.5472
C: 8.1094 -27.8564 -19.5114
N: 7.2914 -27.5856 -15.6213
C: 7.9424 -26.4161 -15.0280
C: 5.8861 -27.7672 -15.1843
N: 7.2672 -29.9502 -16.5920
C: 7.2783 -31.0063 -17.6180
C: 7.6972 -30.5873 -15.2928
H: 5.3846 -28.6513 -19.2204
H: 5.5202 -26.8594 -18.9134
H: 5.2429 -28.1310 -17.6377
H: 8.7492 -28.7314 -19.6836
H: 8.7396 -26.9693 -19.4284
H: 7.5374 -27.7323 -20.4181
H: 8.0042 -26.6578 -13.9460
H: 8.9017 -26.2153 -15.4820
H: 7.3355 -25.4961 -15.1364
H: 5.6049 -28.8328 -15.1733
H: 5.8290 -27.4246 -14.1296
H: 5.1494 -27.2439 -15.7919
H: 8.2445 -31.5502 -17.6477
H: 6.5501 -31.7973 -17.3517
H: 7.0103 -30.5879 -18.5960
H: 8.0243 -31.6291 -15.4297
H: 6.7526 -30.6953 -14.6661
H: 8.4176 -30.0798 -14.7028
O: 14.3828 -29.6925 -16.7037
P: 13.6692 -30.2554 -15.5160
N: 12.4190 -31.1861 -16.1173
C: 12.4612 -31.7810 -17.4017
C: 11.4608 -31.7459 -15.1429
N: 12.9389 -29.1831 -14.4991
C: 11.6818 -28.5905 -14.8495
C: 13.6035 -28.4394 -13.3676
N: 14.6451 -31.2068 -14.4997
C: 14.3268 -31.8912 -13.3193
C: 15.8653 -31.7515 -15.1713
H: 13.0441 -32.6699 -17.4416
H: 12.8593 -31.0599 -18.1154
H: 11.4149 -31.9896 -17.7914
H: 11.0282 -30.9713 -14.4943
H: 11.9358 -32.6174 -14.6285
H: 10.6555 -32.1326 -15.7583
H: 11.8091 -27.4855 -15.0278
H: 11.2259 -29.0034 -15.7309
H: 11.0073 -28.6066 -13.9657
H: 14.5235 -28.9366 -13.0328
H: 13.8297 -27.4124 -13.6320
H: 12.9259 -28.4148 -12.5263
H: 13.4940 -31.4901 -12.8007
H: 14.1665 -32.9792 -13.5576
H: 15.1600 -31.9513 -12.5982
H: 16.7153 -31.6311 -14.4711
H: 16.0974 -31.1394 -16.0197
H: 15.7828 -32.7815 -15.5372
O: 12.3331 -31.9789 -9.6419
P: 10.9269 -32.4264 -9.7346
N: 10.0865 -31.8518 -8.4704
C: 8.6619 -32.1432 -8.3020
C: 10.5513 -30.6871 -7.6895
N: 10.6976 -34.0434 -9.9450
C: 11.3395 -34.7597 -11.1292
C: 10.7906 -34.8754 -8.7471
N: 10.1711 -31.8497 -11.1636
C: 10.3924 -30.3702 -11.5118
C: 8.9220 -32.3442 -11.7418
H: 7.9240 -31.3035 -8.4699
H: 8.5151 -32.5348 -7.2909
H: 8.3336 -33.0072 -8.9340
H: 11.6389 -30.6805 -7.6284
H: 10.2548 -30.7811 -6.6735
H: 10.3020 -29.6372 -7.9335
H: 12.3207 -35.1978 -10.7689
H: 10.6792 -35.5443 -11.4419
H: 11.4641 -33.9854 -11.8781
H: 11.8574 -34.9045 -8.3536
H: 10.0910 -34.7809 -7.8840
H: 10.6422 -35.8778 -9.1441
H: 11.2919 -29.9085 -11.0779
H: 10.4368 -30.3084 -12.6172
H: 9.4976 -29.7617 -11.2109
H: 8.9502 -32.2379 -12.8091
H: 8.0781 -31.7920 -11.3713
H: 8.8287 -33.3699 -11.3925
O: 10.3609 -20.4995 -13.3744
P: 10.6819 -20.1237 -14.7633
N: 9.3370 -19.9515 -15.6230
C: 9.3381 -19.6224 -17.0622
C: 8.0619 -19.6133 -14.9827
N: 11.4529 -21.2677 -15.6663
C: 12.8953 -21.2446 -15.7885
C: 10.8797 -22.4911 -16.2652
N: 11.8298 -18.8966 -14.7067
C: 12.2071 -18.3861 -16.0490
C: 11.9686 -17.8693 -13.6294
H: 8.4989 -20.1470 -17.4285
H: 10.2734 -19.9801 -17.5207
H: 9.3489 -18.5386 -17.2401
H: 7.6777 -18.6854 -15.2658
H: 8.1616 -19.6952 -13.9098
H: 7.3419 -20.3605 -15.3253
H: 13.2716 -20.8755 -16.7522
H: 13.3853 -20.6489 -15.0335
H: 13.3543 -22.2369 -15.6906
H: 11.2583 -23.3958 -15.6903
H: 9.8080 -22.4586 -16.1704
H: 11.1910 -22.5457 -17.2815
H: 11.8892 -19.1073 -16.8181
H: 11.7872 -17.3789 -16.2583
H: 13.3133 -18.3473 -16.1866
H: 11.9393 -18.2723 -12.6213
H: 11.1750 -17.1121 -13.5644
H: 12.9297 -17.3591 -13.8450

Cartesian forces, eV/Å:
Cd -0.1 -0.3 -0.9
C -0.7 -0.5 1.5
F 0.0 -0.1 0.1
F 0.7 1.0 0.0
F 0.4 -0.6 -0.3
S -1.8 0.5 -3.1
O 1.1 -1.6 -0.2
O -1.2 0.8 1.9
N 0.9 0.7 -0.7
S -1.4 1.0 -1.5
O 2.4 0.2 1.3
O 0.0 0.4 -0.8
C -0.3 -0.8 1.7
F 0.8 -0.1 -0.2
F -0.2 -0.4 0.5
F -1.1 -0.2 -0.2
N -0.5 2.2 2.2
S -0.1 -2.5 0.2
O 0.2 0.3 -0.2
O 0.0 0.7 -1.4
F 0.5 -0.1 0.1
S -0.7 -1.7 -1.8
O 2.2 -0.3 3.0
O 0.0 1.6 -1.3
F -1.6 -0.1 -0.3
C -1.1 -2.0 -3.1
O 1.3 1.4 3.3
N -0.1 -0.8 -1.3
C 1.0 0.6 0.1
C -1.1 0.3 0.0
H -0.3 0.5 0.0
H -1.3 -1.0 0.4
H 0.1 0.1 -0.2
H 0.6 0.0 0.2
H 1.1 0.5 0.0
H -0.2 0.3 0.3
H -0.2 0.0 0.3
C 0.3 -0.1 -1.4
O 0.0 0.1 0.0
N -0.8 1.7 1.0
C 1.2 1.4 -0.2
C -0.4 -0.7 -0.1
H 0.0 -1.0 0.2
H -1.1 -0.1 -0.1
H 0.2 -0.2 0.0
H -0.2 -0.6 0.1
H 0.7 0.2 0.6
H 0.3 -0.3 -0.3
H -0.3 -0.4 0.2
C -0.7 1.5 0.9
O 0.9 -0.4 -0.4
N 1.7 0.3 0.4
C 0.2 -0.5 0.4
C 0.5 0.0 -0.2
H -0.6 -0.8 -0.5
H -0.1 -0.4 0.2
H -0.5 0.8 -0.8
H 0.2 -0.4 -0.5
H -0.5 0.1 0.7
H -0.5 -0.3 -0.3
H -0.6 0.2 0.0
C -1.0 0.9 -0.1
O 1.2 -1.2 0.7
N -0.7 -0.5 -0.6
C 0.1 -1.0 -1.0
C -1.7 0.6 1.4
H 0.0 -0.2 -0.5
H -0.4 0.3 1.0
H -0.2 0.9 -0.1
H 0.8 0.2 0.0
H 0.5 0.4 0.2
H 0.4 -0.3 -0.3
H 1.0 -0.1 -0.7
C -1.3 1.1 -0.6
O 0.5 -0.1 0.0
N 1.0 -0.5 1.5
C 0.3 0.6 -0.1
C 0.0 0.0 0.8
H 0.0 -0.2 -0.8
H 0.1 -0.3 0.0
H -0.2 0.0 0.0
H 0.0 -0.1 -0.1
H -0.2 -0.3 -0.1
H -0.1 -0.2 -0.5
H -0.2 0.0 -0.2
C 0.2 1.2 0.0
O 0.0 0.1 1.4
N 0.8 -1.0 -1.3
C -1.7 0.9 -0.3
C 0.1 0.5 0.0
H -0.1 -0.6 0.3
H 0.9 -0.3 -0.1
H 0.3 -0.2 0.1
H 0.2 -0.3 -0.4
H 0.6 -1.0 -0.1
H -0.8 0.2 -0.5
H -0.4 0.9 0.9
O 0.0 0.7 0.5
P -0.1 -0.5 0.8
N 1.6 1.2 -1.7
C -1.6 -0.4 0.3
C -1.4 -1.0 0.6
N -0.2 0.6 0.1
C 0.3 0.0 -1.0
C -0.9 0.8 0.1
N 0.2 -0.3 -0.5
C 0.3 0.1 0.1
C -1.7 -0.9 -1.2
H 0.6 -0.4 -0.3
H 0.3 0.0 0.0
H 0.1 0.4 0.0
H -0.2 0.1 -0.1
H 0.1 -0.2 -0.1
H 0.8 0.5 0.6
H -0.4 -0.1 -0.6
H 0.6 -0.5 0.3
H -0.3 -0.3 0.0
H -0.1 -0.2 0.1
H 0.6 -0.3 0.1
H 0.0 -0.5 -0.3
H -0.4 0.4 -0.2
H 0.5 -0.1 0.3
H -0.2 0.1 0.2
H -0.4 -0.6 0.7
H 1.6 0.0 0.7
H 0.2 1.3 0.4
O -0.2 -0.1 -0.1
P 0.3 -0.5 -0.2
N 0.3 -0.2 0.4
C 1.4 0.4 -0.7
C -0.2 0.1 -0.1
N -1.4 -0.1 -0.1
C -0.8 0.0 0.5
C 0.7 -0.4 0.9
N 1.2 -1.0 0.7
C -0.1 -0.1 0.0
C -2.9 -0.6 -0.1
H -0.1 0.0 -0.7
H -0.3 -0.7 0.2
H -0.3 0.3 0.8
H -0.1 0.2 0.3
H 0.1 -0.1 0.2
H -0.5 0.0 -0.3
H 0.4 0.5 -0.4
H 0.3 -0.3 0.1
H 0.1 -0.5 0.0
H 0.2 0.4 -0.2
H -0.1 0.0 -0.6
H 0.1 0.4 0.1
H -0.2 0.5 -0.3
H 0.0 0.5 -0.1
H 0.2 -0.2 0.2
H 0.2 0.4 -0.3
H 1.1 0.2 -0.4
H 0.8 0.9 0.2
O 0.1 -0.7 1.1
P 0.4 0.1 -0.9
N -0.9 0.9 2.2
C -1.5 0.8 -1.6
C 0.7 -0.6 -1.0
N 0.8 0.0 1.4
C -0.3 2.0 0.6
C 0.1 -1.2 -1.0
N 1.5 1.1 -2.5
C 0.4 -2.2 0.6
C -0.1 0.8 0.9
H 0.5 -1.0 -0.1
H 0.3 -0.1 0.0
H 1.0 0.0 0.6
H 0.5 -0.4 0.0
H -0.6 0.7 0.2
H -0.4 -0.2 0.1
H 0.0 -0.8 -0.1
H -0.2 -0.3 -0.2
H 0.0 -0.3 -0.5
H -0.2 0.0 -0.3
H 0.0 0.1 -0.3
H -0.3 -0.1 0.3
H -1.0 0.4 0.4
H -0.4 0.6 0.3
H 0.0 0.5 -0.2
H -0.4 -0.4 -0.2
H 0.0 0.4 -0.5
H -0.2 -0.1 0.4
O 0.0 0.1 0.0
P 0.3 1.2 -3.0
N -1.4 1.1 1.3
C -0.8 -0.8 -0.2
C 1.2 0.0 0.0
N -0.5 -0.9 0.5
C 0.6 1.4 2.1
C 1.3 -1.3 0.4
N 1.2 1.8 0.1
C -1.0 -1.0 -0.1
C 1.1 -0.2 1.3
H 1.1 -0.6 0.0
H -0.1 0.3 0.2
H 0.5 0.8 0.1
H 0.1 -0.2 -0.3
H -0.6 -0.4 1.0
H -0.5 -0.7 -0.9
H -0.9 0.6 -0.7
H -0.3 -0.4 -0.3
H 0.3 -0.3 -0.4
H -1.1 0.2 -0.2
H 0.3 0.7 -1.0
H -0.2 -0.3 0.3
H -0.2 -0.6 -0.1
H 0.2 0.0 0.6
H 0.6 -0.5 0.0
H 0.0 -0.2 -0.7
H -0.7 0.4 0.2
H -0.2 -0.2 -0.5
O -0.6 0.0 1.8
P 2.4 -0.9 -0.8
N -1.2 1.5 -0.5
C 1.8 0.1 1.1
C 0.4 -2.2 0.1
N 0.8 0.1 0.0
C 1.4 -0.6 -0.2
C 0.4 -0.2 2.1
N -0.8 0.9 -0.4
C 0.6 0.0 -0.1
C 0.0 -0.2 -0.6
H -1.0 -0.2 -1.1
H -0.6 -0.2 0.1
H -0.6 -0.2 0.0
H -0.3 1.8 -0.4
H -0.1 0.0 0.2
H -0.2 -0.1 0.2
H -0.4 0.0 -0.1
H -0.1 0.2 0.3
H -0.4 -0.1 0.0
H -0.4 1.0 -0.8
H -0.4 -0.1 -0.1
H 0.1 -0.2 -0.9
H 0.0 0.5 0.3
H 0.1 -0.6 0.1
H -0.6 0.2 0.4
H 0.5 -0.6 -0.1
H 0.0 0.0 -0.8
H -0.5 -0.3 0.4